[1]
An isolated molecule of C20H24N6O4S2 at a distorted geometry. Source: the Open Molecules 2025 dataset; level of theory: ωB97M-V with the def2-TZVPD basis set.

Geometry as XYZ:
```
56
Properties=species:S:1:pos:R:3:forces:R:3:lowdin_charge:R:1
C -1.215229 1.858096 4.019361 0.12 -0.05 -0.25 -0.059
C -0.243063 1.913795 2.845625 -0.62 0.40 -0.02 -0.210
N 0.920290 1.102173 3.093951 0.77 -0.48 -0.01 0.009
C 2.007130 1.478885 3.831383 -0.26 0.35 0.33 -0.653
S 2.223017 3.099488 4.456367 0.25 -0.03 -0.01 0.981
C 3.444223 3.611365 3.178875 -0.34 -0.09 0.26 -0.329
C 2.863069 3.213220 1.835748 0.33 0.05 0.09 -0.546
O 1.919475 3.788583 1.341931 -0.18 0.17 -0.12 0.062
N 3.446571 2.112569 1.284300 0.46 -0.23 -0.06 0.164
C 3.009029 1.464616 0.143843 -0.30 -0.49 -0.83 -0.304
C 1.883613 1.733123 -0.677382 0.04 -0.37 -0.32 0.059
C 1.953524 0.765064 -1.640740 -0.10 0.63 0.58 -0.309
C 1.113522 0.480839 -2.826977 0.23 -0.23 0.01 0.013
O 3.023059 -0.010842 -1.407652 -0.56 -0.10 -0.71 -0.002
N 3.672303 0.422934 -0.301585 0.70 0.44 1.11 0.110
N 2.915334 0.541860 3.833895 0.40 0.64 0.65 0.033
N 2.457100 -0.461186 3.091539 -0.26 -0.96 -0.60 0.084
C 1.264367 -0.143144 2.640732 0.11 0.38 0.33 -0.251
C 0.549602 -0.931926 1.652879 -0.27 -0.27 -0.35 -0.130
C 1.333331 -1.628326 0.728689 -0.16 -0.04 0.05 -0.004
C 0.737556 -2.257723 -0.344811 0.07 -0.08 -0.08 -0.039
C -0.639113 -2.213089 -0.484454 -0.39 -0.05 -0.44 -0.255
S -1.337232 -2.921968 -1.976285 -0.10 0.26 0.61 0.688
O -1.497206 -4.335073 -1.817648 -0.20 -0.11 0.07 -0.269
O -0.513942 -2.453212 -3.062039 -0.09 0.07 -0.06 -0.290
N -2.872236 -2.215892 -1.999129 1.08 -0.55 0.42 -0.244
C -2.858286 -0.896786 -2.604589 0.10 0.63 -0.19 -0.202
C -3.076488 -1.114419 -4.112921 0.02 0.11 -0.03 -0.156
C -3.664471 -2.532996 -4.218975 -0.08 -0.03 0.04 -0.151
C -3.845571 -2.979559 -2.761015 -0.31 -0.55 -0.29 -0.194
C -1.432581 -1.611373 0.471376 -0.17 0.03 0.05 -0.042
C -0.839244 -0.968001 1.544939 0.21 -0.09 -0.01 -0.010
H -2.092785 2.457634 3.795643 -0.12 0.07 0.02 0.080
H -1.528488 0.835484 4.221090 -0.05 -0.07 0.05 0.072
H -0.740566 2.255251 4.913988 -0.01 0.03 0.08 0.069
H 0.093605 2.944429 2.695382 -0.03 -0.23 -0.09 0.097
H -0.709431 1.563893 1.922102 0.11 0.10 0.08 0.118
H 4.397952 3.137415 3.401547 0.00 0.06 -0.04 0.080
H 3.510478 4.694379 3.262353 0.06 -0.02 -0.12 0.087
H 4.223334 1.653762 1.742910 -0.14 0.13 0.14 0.152
H 1.174979 2.523500 -0.562770 -0.17 0.14 -0.05 0.106
H 0.279030 1.175073 -2.860057 -0.05 0.03 0.00 0.089
H 0.741510 -0.544427 -2.809414 -0.05 0.04 0.00 0.056
H 1.707764 0.594717 -3.732566 -0.01 0.04 -0.09 0.096
H 2.404245 -1.633824 0.857410 0.08 0.05 -0.07 0.111
H 1.325544 -2.761479 -1.095251 0.19 -0.01 -0.07 0.128
H -3.675156 -0.316192 -2.165659 0.09 -0.02 0.02 0.126
H -1.910952 -0.409623 -2.378506 -0.09 0.21 0.00 0.103
H -2.122889 -1.059022 -4.633804 -0.04 0.05 -0.04 0.101
H -3.746319 -0.360644 -4.523418 0.03 0.03 -0.02 0.106
H -2.959283 -3.196059 -4.717872 -0.04 -0.03 -0.05 0.110
H -4.607010 -2.552084 -4.762799 0.01 -0.06 -0.05 0.107
H -4.840704 -2.723278 -2.385866 0.09 -0.03 0.02 0.126
H -3.658540 -4.039477 -2.602788 -0.23 0.00 -0.03 0.110
H -2.504548 -1.635235 0.359742 -0.10 0.03 0.04 0.112
H -1.463223 -0.515289 2.299372 -0.05 0.10 0.05 0.105
```
Positions in Å, forces in eV/Å.

Results
Orbital gap, eV: 9.1
Molar mass, u: 476.58
SMILES string: CCn1c(SCC(=O)Nc2cc(C)on2)nnc1-c1ccc(S(=O)(=O)N2CCCC2)cc1
Spin multiplicity: 1
Energy above the lowest of the compared OMol25 structures with the same formula, charge and spin, kJ/mol: 123.20

=====

[2]
A cluster of 3 separate species, C20H24O5P in total at a distorted geometry. Source: the Open Molecules 2025 dataset; level of theory: ωB97M-V with the def2-TZVPD basis set.

Geometry as XYZ:
```
50
Properties=species:S:1:pos:R:3:forces:R:3:lowdin_charge:R:1
C 1.959067 5.184532 4.167982 0.07 0.09 0.04 0.005
C 0.928215 5.226197 3.333159 -0.29 -0.23 0.08 -0.223
C 0.166117 3.981191 2.900031 -0.40 0.55 0.67 -0.276
P 1.252216 2.790962 2.081112 -0.34 -0.19 -0.41 1.058
C 0.906216 1.079595 2.534398 0.40 -0.15 0.35 -0.223
C 2.179688 0.334937 2.971088 0.00 0.13 -0.11 -0.303
O 2.124227 -0.662079 3.621660 -0.01 -0.03 0.01 0.095
C 1.193849 3.026368 0.303119 0.73 0.55 -0.18 -0.289
C 2.225987 4.110180 -0.108689 0.21 -0.32 0.20 -0.272
C 3.678312 3.602981 -0.020054 -0.41 -0.11 0.19 -0.099
H 2.042368 4.410173 4.925051 0.58 -0.54 -0.58 0.078
H 2.739700 5.930897 4.113258 -0.44 0.57 0.78 0.074
H 0.538538 6.172288 2.977948 0.60 -0.02 -0.84 0.109
H -0.363464 3.506811 3.731969 0.09 -0.15 -0.04 0.107
H -0.583599 4.266187 2.160578 -0.10 -0.15 0.02 0.098
H 2.572032 3.048933 2.451756 -0.03 0.00 0.21 0.064
H 0.532387 0.544501 1.656061 -0.13 0.11 -0.01 0.082
H 0.206679 1.010692 3.367102 -0.18 0.02 -0.14 0.110
H 3.148461 0.762781 2.640330 -0.02 -0.08 0.00 0.124
H 0.192571 3.350508 0.018188 -0.12 -0.31 0.04 0.107
H 1.469104 2.089335 -0.183715 -0.36 -0.07 0.01 0.068
H 2.006559 4.387551 -1.137050 -0.12 0.15 0.06 0.113
H 2.118198 4.984019 0.537908 -0.12 0.20 -0.28 0.096
H 4.276693 4.019170 -0.825310 0.12 0.01 0.07 0.081
H 4.134881 3.868808 0.933692 0.13 0.05 -0.07 0.066
H 3.702460 2.513069 -0.096550 0.12 0.01 -0.17 0.075
C 0.252370 -1.827435 -1.917698 0.00 0.02 0.01 0.032
C 0.030777 -3.129976 -2.072135 0.07 0.00 0.00 0.033
C 0.353029 -4.096848 -0.994008 0.01 -0.01 0.00 -0.366
O 0.147355 -5.281188 -1.128564 -0.03 0.00 0.01 0.130
C 0.937442 -3.555716 0.263995 0.00 0.01 -0.01 0.047
C 1.160172 -2.252517 0.410950 0.00 0.05 0.02 0.023
C 0.831472 -1.292592 -0.667867 -0.04 -0.03 -0.24 -0.358
O 1.029405 -0.090845 -0.542742 0.02 -0.10 0.32 0.045
H 0.020405 -1.106628 -2.691315 -0.01 0.00 0.00 0.128
H -0.393779 -3.533717 -2.980862 0.00 0.04 -0.02 0.101
H 1.167054 -4.277860 1.037062 0.00 -0.01 -0.01 0.131
H 1.589713 -1.848913 1.319011 0.01 -0.01 0.00 0.098
C -4.647979 -2.995031 -3.847905 -0.02 0.00 0.01 0.019
C -5.682257 -3.705379 -3.407204 0.01 0.02 0.00 0.027
C -5.488715 -5.039044 -2.780782 0.00 -0.01 -0.01 -0.381
O -6.427304 -5.686910 -2.377893 0.00 0.01 0.01 0.122
C -4.095638 -5.546433 -2.668026 0.01 0.01 0.00 0.034
C -3.061960 -4.835155 -3.109620 0.01 0.01 -0.01 0.019
C -3.258637 -3.501726 -3.731573 -0.07 0.02 -0.06 -0.375
O -2.320825 -2.839485 -4.133664 0.01 -0.07 0.07 0.081
H -4.762469 -2.022204 -4.308822 0.02 0.00 -0.01 0.122
H -6.704496 -3.356810 -3.480376 -0.01 -0.02 0.00 0.125
H -3.978710 -6.520541 -2.210441 -0.02 0.00 0.00 0.127
H -2.043889 -5.197632 -3.034542 0.00 0.00 -0.01 0.109
```
Positions in Å, forces in eV/Å.

Results
Orbital gap, eV: 7.9
Molar mass, u: 375.38
Charge: +1
Spin multiplicity: 1

=====

[3]
A structure of composition C20H25AgBrN7OS2Si at a distorted geometry. Source: the Open Molecules 2025 dataset; level of theory: ωB97M-V with the def2-TZVPD basis set.

Geometry as XYZ:
```
58
Properties=species:S:1:pos:R:3:forces:R:3:lowdin_charge:R:1
Ag -0.354555 -0.519093 -1.230763 -0.88 -0.69 -0.24 0.663
O 4.921367 3.371261 0.206074 -0.02 -0.01 0.00 0.050
C 3.964308 2.423938 0.012900 0.03 -0.15 0.01 -0.304
C 3.178065 2.034754 1.041016 -0.10 0.09 -0.02 0.019
C 2.044352 1.136971 1.370483 0.02 0.11 0.03 -0.105
N 1.144503 0.545685 0.680397 0.09 -0.43 0.31 0.056
C 2.400199 0.336935 -1.181866 -0.87 -0.60 0.46 -0.273
Br 0.093878 -0.070041 -3.804452 -0.17 -0.25 -0.56 -0.073
C 4.121573 1.969005 -1.431367 -0.06 0.04 0.12 -0.412
H 4.929129 3.655646 1.128337 0.01 0.00 -0.02 0.119
H 3.459971 2.554314 1.956308 -0.02 0.02 0.00 0.109
H 1.884395 1.041602 2.438575 0.05 -0.03 0.01 0.114
H 4.481416 2.814815 -2.017880 -0.03 0.02 0.03 0.125
C -1.561691 3.122491 -2.016864 0.00 0.01 0.01 -0.053
C -2.527417 2.236955 -1.280295 -0.01 -0.03 -0.03 -0.353
C -3.853787 2.585738 -1.101625 -0.01 0.04 0.02 -0.065
C -4.682895 1.673059 -0.449631 -0.01 -0.03 0.00 -0.082
C -4.183216 0.474961 0.000643 0.00 0.04 -0.07 -0.061
C -2.812926 0.172425 -0.197276 0.09 -0.06 0.15 -0.493
N -2.033108 1.085277 -0.826343 -0.17 0.02 -0.15 0.063
N -2.185595 -0.966986 0.199551 -0.20 0.01 -0.03 -0.129
Si -2.546877 -1.549677 1.775955 0.13 0.08 -0.10 0.334
C -4.044573 -2.679718 1.904391 -0.06 -0.10 0.03 -0.189
C -2.826845 -0.103578 2.937849 -0.05 0.10 0.07 -0.174
C -1.098690 -2.510564 2.491952 0.06 -0.01 -0.05 -0.185
H -1.599392 2.909377 -3.087518 0.02 -0.02 0.01 0.071
H -0.547503 2.920131 -1.671020 0.00 0.01 0.00 0.049
H -1.795823 4.176469 -1.865344 -0.01 0.01 -0.02 0.072
H -4.229693 3.531662 -1.466657 0.00 0.00 0.00 0.098
H -5.732402 1.904131 -0.308605 -0.01 0.00 0.01 0.102
H -4.825026 -0.252129 0.479264 -0.02 0.00 -0.01 0.090
H -4.978140 -2.116948 1.971176 -0.01 0.00 -0.03 0.016
H -3.969709 -3.298069 2.803654 -0.05 0.00 0.01 0.022
H -4.120011 -3.346845 1.042431 0.01 -0.01 0.00 0.022
H -3.653287 0.523351 2.597329 0.04 0.01 0.07 0.018
H -1.929852 0.521073 2.966078 0.00 0.01 0.02 0.028
H -3.050058 -0.433388 3.955482 0.02 -0.02 0.01 0.027
H -1.106539 -3.562405 2.206281 0.07 -0.10 -0.09 0.011
H -1.162204 -2.480866 3.582919 -0.01 -0.01 0.01 0.027
H -0.142947 -2.069151 2.201776 0.04 0.00 -0.04 0.010
N -0.317814 -3.867898 -0.738823 -0.17 0.04 0.13 0.115
C 0.898372 -3.393483 -0.374559 0.07 0.08 0.04 -0.700
N 1.298685 -2.186428 -0.646835 0.05 -0.07 -0.11 0.042
C 2.611529 -1.988027 -0.277834 -0.10 0.08 -0.01 -0.344
C 3.194282 -3.032662 0.352273 0.04 -0.06 0.02 -0.351
S 2.088290 -4.356867 0.438516 0.03 -0.04 0.03 1.053
C 3.269910 -0.739699 -0.721808 0.12 -0.10 -0.01 -0.183
C 4.586764 -0.683635 -0.956573 0.03 0.08 -0.03 -0.329
S 5.430554 0.712679 -1.579992 0.04 -0.09 0.00 1.043
C 2.861339 1.403511 -1.991534 -0.04 0.72 -0.70 -0.238
N 1.233079 0.673290 -0.654401 1.59 1.46 0.33 -0.020
N 2.177195 1.968368 -2.934368 0.78 -0.03 0.38 0.213
H -1.037405 -3.157579 -0.854674 0.04 -0.02 0.04 0.071
H -0.634041 -4.714088 -0.298382 -0.04 -0.03 0.04 0.094
H 4.194078 -3.117946 0.741879 0.01 0.01 0.01 0.073
H 5.226468 -1.546511 -0.828316 0.01 0.01 0.02 0.082
H 2.481469 2.832388 -3.354948 0.05 0.07 0.04 0.142
H 1.368850 1.432018 -3.332937 -0.41 -0.15 -0.13 -0.129
```
Positions in Å, forces in eV/Å.

Results
Orbital gap, eV: 5.1
Molar mass, u: 659.46
Spin multiplicity: 1
Energy above the lowest of the compared OMol25 structures with the same formula, charge and spin, kJ/mol: 456.98

=====

[4]
A cluster of 5 separate species, C20H25BBr2F13NO9 in total at a distorted geometry. Source: the Open Molecules 2025 dataset; level of theory: ωB97M-V with the def2-TZVPD basis set.

Geometry as XYZ:
```
71
Properties=species:S:1:pos:R:3:forces:R:3:lowdin_charge:R:1
C -2.073049 0.856534 -4.928154 0.39 -0.05 -0.36 -0.200
C -1.472283 1.105893 -3.390860 -0.99 1.35 -2.17 -0.696
Br -1.141587 -0.642049 -2.473146 -0.31 1.63 -0.75 0.772
C -2.543219 2.094245 -2.640001 1.15 0.58 0.00 -0.574
Br -4.478729 1.666112 -3.088902 1.21 0.23 0.59 0.702
B -2.444973 2.113076 -0.998525 -0.72 -1.90 2.26 -0.396
F -2.900556 0.943816 -0.147914 1.47 4.42 -2.87 0.008
O -1.948021 3.290443 -0.201980 3.74 -0.61 -3.50 0.050
C -0.755092 3.883083 -0.893697 0.54 4.63 -6.16 -0.108
N -0.111558 4.601566 -1.791241 -5.34 -6.60 8.27 0.126
H -2.527111 1.866263 -5.368962 0.94 -2.14 1.17 0.089
H -2.908891 0.012509 -4.952130 1.91 1.93 0.18 0.077
H -1.193110 0.559718 -5.650389 -1.68 0.40 1.60 0.077
H -0.456211 1.689863 -3.516682 -2.01 -1.34 0.59 0.106
H -2.365587 3.180355 -3.081851 -0.40 -2.33 0.95 0.118
C 3.518683 -1.735109 2.811744 -0.21 -0.06 -0.22 -0.069
C 3.868871 -1.352888 1.385826 0.33 0.38 0.69 -0.194
O 3.176878 -2.199013 0.454826 -1.79 0.10 -1.06 0.012
C 1.886451 -1.841822 0.157971 1.01 2.30 2.12 -0.324
O 1.317969 -0.867371 0.642039 0.88 -2.43 -1.45 0.137
C 1.290314 -2.794219 -0.877630 -1.06 -1.69 -1.68 -0.487
F 1.566681 -4.103813 -0.612998 -0.05 1.28 0.12 0.143
F 1.768820 -2.551602 -2.131762 -0.13 0.15 1.24 0.127
F -0.067657 -2.704737 -0.964361 1.44 0.00 0.62 0.036
H 3.714203 -2.798879 2.984688 0.12 0.20 -0.10 0.094
H 4.103336 -1.147500 3.524828 -0.32 -0.26 -1.05 0.048
H 2.456246 -1.570125 3.014997 0.15 0.10 -0.05 0.091
H 4.939955 -1.505381 1.218148 -0.28 -0.20 -0.24 0.129
H 3.659260 -0.295601 1.187494 -0.20 -0.27 -0.07 0.127
C 4.580825 1.245630 -3.611813 -0.07 -0.38 -0.04 -0.062
C 4.037775 2.288183 -4.571057 0.23 0.28 0.79 -0.208
O 3.761729 1.697911 -5.850479 -1.68 -0.89 -0.84 0.013
C 2.554108 1.059537 -5.973141 0.12 1.16 3.00 -0.317
O 1.732207 0.970674 -5.065602 1.50 -0.05 -2.42 0.129
C 2.371043 0.524920 -7.392852 -0.34 -1.19 -2.44 -0.469
F 3.490901 -0.086100 -7.876609 -0.81 0.64 0.83 0.142
F 2.067800 1.517064 -8.278499 0.26 -0.49 1.11 0.144
F 1.367418 -0.393056 -7.491208 0.93 1.05 0.63 0.139
H 5.455205 0.744966 -4.041392 -0.06 0.20 0.07 0.085
H 4.867562 1.705358 -2.662063 -0.04 0.00 -0.14 0.083
H 3.836855 0.468898 -3.410567 0.02 0.18 0.03 0.074
H 4.792959 3.063625 -4.735305 -0.17 -0.22 -0.33 0.127
H 3.148513 2.785241 -4.166984 0.03 -0.26 -0.21 0.125
C 3.977035 0.488536 9.793988 0.18 0.23 -0.25 -0.064
C 3.543721 -0.911127 9.400095 0.07 0.17 0.85 -0.211
O 3.418220 -1.015091 7.973567 1.25 -0.55 -1.55 0.010
C 4.577340 -1.256232 7.281320 0.94 0.10 3.21 -0.319
O 5.678015 -1.376889 7.811416 -2.39 0.21 -1.81 0.147
C 4.291564 -1.392876 5.786472 -0.42 -0.18 -2.25 -0.470
F 3.433905 -0.438678 5.322389 0.67 -0.46 1.23 0.130
F 3.722738 -2.594619 5.481632 0.51 0.84 0.93 0.142
F 5.414357 -1.297381 5.018470 -0.53 -0.03 1.52 0.129
H 3.293301 1.235476 9.376459 -0.01 -0.17 0.15 0.084
H 3.996709 0.595990 10.881950 -0.03 -0.06 -0.13 0.084
H 4.973758 0.717330 9.404758 -0.08 -0.12 0.13 0.078
H 2.555552 -1.121103 9.822023 0.08 -0.02 -0.43 0.127
H 4.229045 -1.671700 9.791230 -0.01 0.15 -0.31 0.127
C -6.083335 -0.725271 0.072925 -0.03 0.34 -0.10 -0.063
C -7.292105 -1.629714 -0.078151 0.82 -0.36 0.05 -0.209
O -8.502530 -0.857707 -0.057676 -1.20 0.90 -1.44 0.010
C -8.872805 -0.283531 -1.246850 2.78 -1.62 -0.66 -0.324
O -8.232385 -0.394002 -2.288341 -1.90 0.59 2.18 0.139
C -10.197702 0.462172 -1.093603 -2.18 1.49 0.16 -0.470
F -10.254457 1.211451 0.045170 0.45 -0.78 -0.90 0.139
F -11.261650 -0.389800 -1.040380 1.17 0.32 -0.10 0.142
F -10.448293 1.320326 -2.123356 0.70 -1.06 0.85 0.140
H -6.173592 -0.108591 0.973650 0.02 -0.21 -0.04 0.087
H -5.164592 -1.314536 0.138278 -0.13 0.06 -0.02 0.087
H -5.995606 -0.038855 -0.774684 0.05 -0.20 0.04 0.047
H -7.341368 -2.320176 0.770038 -0.33 0.26 -0.09 0.126
H -7.229770 -2.239618 -0.986590 -0.16 0.30 0.05 0.126
```
Positions in Å, forces in eV/Å.

Results
Orbital gap, eV: 9.3
Molar mass, u: 841.01
SMILES string: C[C@H](Br)[C@@H](Br)B(F)OC#N.CCOC(=O)C(F)(F)F.CCOC(=O)C(F)(F)F.CCOC(=O)C(F)(F)F.CCOC(=O)C(F)(F)F
Spin multiplicity: 1
Energy above the lowest of the compared OMol25 structures with the same formula, charge and spin, kJ/mol: 444.66

=====

Q: spin multiplicity of number 3 (C20H25AgBrN7OS2Si)?
A: 1

=====

Q: Which formula does entry 1 have?
A: C20H24N6O4S2